The following is a DFT calculation (wB97M-V/def2-TZVPD) of a structure of composition C33H27I3N6O3Pb.

Properties
* 2S+1: 1
* calculated total energy: -2913.9480 Eh
* ΔE to the lowest compared entry with this formula, charge and spin: 0.0 kcal per mole
* HOMO-LUMO gap: 6.87 eV

Last column: Mulliken charge in e.
CARTESIAN COORDINATES (ANGSTROEM)
1 Pb -0.109 0.934 0.042  1.768
2 C 2.827 -0.439 -3.672  -1.058
3 C 3.529 -0.588 -2.357  1.001
4 N 4.656 -1.247 -2.307  -0.693
5 C 5.273 -1.387 -1.109  -0.990
6 C 4.791 -0.859 0.056  0.628
7 C 5.555 -1.133 1.328  -1.020
8 O 4.758 -1.728 2.356  -0.440
9 C 3.571 -0.131 0.031  0.032
10 C 3.108 0.441 1.288  -0.498
11 N 1.928 0.842 1.599  0.261
12 C 1.705 1.128 2.977  -0.194
13 C 2.281 0.317 3.955  -0.054
14 C 2.047 0.526 5.303  -0.941
15 C 1.212 1.550 5.716  -0.621
16 C 0.616 2.365 4.765  -0.457
17 C 0.861 2.149 3.419  0.027
18 I -0.124 3.465 2.111  -0.031
19 C 2.901 0.007 -1.198  0.231
20 O 1.797 0.647 -1.375  -0.871
21 H 3.412 -0.927 -4.449  0.381
22 H 1.828 -0.878 -3.633  0.136
23 H 2.689 0.615 -3.919  0.251
24 H 6.187 -1.970 -1.110  0.327
25 H 6.399 -1.784 1.089  0.367
26 H 5.965 -0.219 1.760  0.365
27 H 4.396 -2.549 2.003  0.320
28 H 3.870 0.496 2.063  0.998
29 H 2.896 -0.516 3.640  0.592
30 H 2.509 -0.129 6.029  0.408
31 H 1.006 1.709 6.766  0.388
32 H -0.044 3.165 5.071  0.387
33 I -5.333 -4.259 3.186  0.039
34 C -3.816 -2.921 2.692  -0.504
35 C -2.486 -3.291 2.849  -0.413
36 C -1.497 -2.375 2.543  -0.093
37 I 0.507 -2.921 2.723  0.021
38 C -1.770 -1.060 2.099  -0.492
39 O -0.819 -0.197 1.937  -0.228
40 C -3.133 -0.757 1.865  0.823
41 C -3.487 0.554 1.225  -1.518
42 N -2.951 0.627 -0.152  0.058
43 C -3.453 -0.419 -1.037  -1.359
44 C -2.391 -1.334 -1.622  0.699
45 C -2.785 -2.325 -2.518  -1.081
46 C -1.841 -3.199 -3.018  -0.420
47 C -0.519 -3.067 -2.613  -0.883
48 C -0.208 -2.051 -1.735  -0.610
49 N -1.121 -1.196 -1.251  0.571
50 C -4.130 -1.670 2.187  -0.235
51 H -2.225 -4.279 3.201  0.400
52 H -3.055 1.386 1.788  0.373
53 H -4.578 0.670 1.226  0.381
54 H -3.153 1.537 -0.547  0.218
55 H -4.035 0.006 -1.860  0.505
56 H -4.137 -1.069 -0.485  0.489
57 H -3.825 -2.403 -2.808  0.515
58 H -2.130 -3.976 -3.715  0.416
59 H 0.254 -3.732 -2.971  0.489
60 H 0.812 -1.894 -1.402  0.500
61 H -5.167 -1.393 2.035  0.394
62 N -3.552 1.696 -5.902  -0.485
63 C -2.969 2.297 -5.116  -0.065
64 C -2.241 3.029 -4.108  0.167
65 C -2.159 4.415 -4.132  -0.329
66 C -1.456 5.049 -3.125  -0.661
67 C -0.883 4.276 -2.126  -0.495
68 N -0.967 2.946 -2.091  0.073
69 C -1.620 2.337 -3.073  -0.132
70 H -2.641 4.976 -4.922  0.504
71 H -1.357 6.125 -3.107  0.420
72 H -0.331 4.741 -1.316  0.431
73 H -1.653 1.252 -3.042  0.521